12 unconnected molecules or ions with the total composition C66H151N5O12 in a non-equilibrium geometry. Source: OMol25; level of theory: ωB97M-V/def2-TZVPD.

```
234
Properties=species:S:1:pos:R:3:mulliken_charge:R:1
C 20.795 21.785 14.998 -1.20
C 20.158 23.121 15.399 1.60
C 20.525 23.432 16.862 -2.06
C 20.765 24.254 14.577 -1.32
C 20.121 24.427 13.219 -0.99
C 18.627 24.470 13.276 -1.08
C 18.054 23.240 13.978 2.31
C 16.554 23.366 14.245 -0.39
C 18.422 22.027 13.103 -1.96
N 18.694 23.210 15.340 -0.15
O 18.264 21.956 15.988 1.24
H 20.720 21.542 13.854 0.09
H 21.857 21.845 15.324 0.56
H 20.425 20.906 15.555 -0.09
H 20.312 22.618 17.532 0.22
H 21.587 23.671 16.831 0.58
H 19.988 24.384 17.146 0.35
H 20.560 25.211 15.094 0.42
H 21.822 24.146 14.526 0.46
H 20.422 25.339 12.735 0.54
H 20.407 23.742 12.448 0.38
H 18.190 24.443 12.295 0.38
H 18.309 25.406 13.822 0.34
H 16.399 24.174 14.953 0.39
H 16.125 22.428 14.611 -0.35
H 15.933 23.641 13.362 -0.68
H 18.334 21.105 13.663 0.08
H 19.403 22.045 12.662 0.38
H 17.678 21.928 12.272 0.26
H 17.614 22.199 16.711 -0.82
C 18.958 15.869 19.367 -1.48
C 19.767 16.297 18.071 1.97
C 19.230 17.530 17.457 -1.42
C 21.266 16.628 18.370 -1.47
C 22.036 15.381 18.755 -0.72
C 21.978 14.372 17.622 -1.67
C 20.561 13.953 17.337 1.31
C 20.577 13.223 15.981 -1.79
C 19.985 12.956 18.331 -1.21
N 19.786 15.222 17.011 -0.06
O 18.396 14.914 16.597 2.39
H 18.873 16.598 20.157 0.52
H 17.913 15.669 19.044 -0.16
H 19.266 14.978 19.859 0.32
H 19.703 17.868 16.544 0.20
H 18.183 17.364 17.222 -0.27
H 19.304 18.347 18.133 0.49
H 21.684 16.978 17.439 0.41
H 21.292 17.445 19.096 0.47
H 23.115 15.656 18.873 0.48
H 21.633 15.011 19.706 0.31
H 22.636 13.475 17.727 0.43
H 22.290 14.840 16.736 0.43
H 19.606 12.774 15.856 0.15
H 21.336 12.456 16.200 0.68
H 20.899 13.871 15.124 0.08
H 18.947 12.693 17.997 0.06
H 20.102 13.224 19.380 0.35
H 20.639 12.082 18.269 0.51
H 18.325 15.437 15.776 -0.90
C 15.970 20.516 9.103 -2.45
C 14.707 20.811 9.878 1.75
C 13.589 20.436 8.835 -1.70
C 14.588 20.137 11.261 0.35
C 13.384 20.585 12.090 -1.06
C 13.404 22.077 12.215 -0.25
C 13.572 22.822 10.857 1.24
C 12.177 22.831 10.157 -1.76
C 13.930 24.346 11.158 -1.70
N 14.764 22.286 10.180 0.70
O 14.840 23.018 8.883 -0.56
H 16.093 19.472 8.994 0.64
H 15.988 20.956 8.116 0.51
H 16.898 20.889 9.524 0.29
H 12.531 20.554 9.117 0.26
H 13.881 21.039 7.979 0.51
H 13.758 19.377 8.587 0.40
H 14.691 19.052 11.065 0.36
H 15.548 20.320 11.786 -0.52
H 12.464 20.336 11.511 0.17
H 13.409 20.107 13.045 0.61
H 14.272 22.317 12.832 -0.73
H 12.510 22.516 12.660 0.71
H 11.640 21.908 10.371 0.34
H 12.290 23.007 9.067 0.31
H 11.629 23.702 10.594 0.48
H 14.873 24.464 11.686 -0.04
H 13.136 24.643 11.907 0.36
H 13.750 24.774 10.196 0.63
H 15.641 23.540 9.061 0.33
C 16.028 19.820 17.727 -1.74
C 16.133 20.882 18.914 1.47
C 14.872 20.660 19.900 -1.94
C 17.444 20.583 19.686 -0.32
C 17.761 21.775 20.568 -0.97
C 17.903 23.005 19.657 -0.88
C 16.551 23.373 19.024 1.79
C 15.433 23.784 20.039 -1.74
C 16.679 24.413 17.976 -1.96
N 16.224 22.226 18.190 1.51
O 14.948 22.422 17.560 -0.79
H 16.906 19.988 17.185 0.09
H 16.115 18.786 18.063 0.34
H 15.095 19.958 17.171 0.44
H 14.975 21.102 20.882 0.28
H 14.015 21.164 19.489 0.47
H 14.748 19.589 19.890 0.53
H 17.327 19.560 20.208 0.44
H 18.337 20.499 19.041 -0.28
H 16.963 21.989 21.273 0.45
H 18.668 21.556 21.117 0.49
H 18.587 22.805 18.862 -0.50
H 18.235 23.745 20.322 0.64
H 14.555 23.711 19.410 0.39
H 15.563 24.733 20.431 0.51
H 15.230 23.010 20.795 0.20
H 17.451 24.165 17.252 0.36
H 16.908 25.373 18.354 0.62
H 15.715 24.553 17.413 0.30
H 15.218 22.426 16.608 0.14
C 15.523 14.879 14.407 0.15
C 16.213 16.066 13.690 1.70
C 15.607 16.010 12.229 0.57
C 15.859 17.421 14.289 0.36
C 16.687 18.458 13.689 1.35
C 18.201 18.170 13.710 -1.08
C 18.553 16.848 13.142 3.05
C 18.568 16.868 11.599 -1.73
C 19.982 16.577 13.492 -2.08
N 17.687 15.921 13.805 0.76
O 18.081 14.648 13.495 -0.39
H 15.900 14.826 15.451 -0.46
H 14.426 14.951 14.445 -0.62
H 15.768 13.942 13.845 0.41
H 15.899 16.834 11.589 -0.28
H 15.934 15.073 11.714 -0.36
H 14.530 15.959 12.450 -1.03
H 14.782 17.597 14.157 -0.15
H 15.916 17.560 15.413 -0.97
H 16.335 18.719 12.655 -1.70
H 16.513 19.376 14.234 1.05
H 18.491 18.285 14.722 -0.51
H 18.864 18.921 13.133 0.26
H 19.501 17.322 11.240 0.72
H 17.687 17.411 11.209 -0.16
H 18.651 15.830 11.209 -0.22
H 20.127 16.412 14.539 0.09
H 20.540 17.429 13.244 0.64
H 20.402 15.707 13.000 0.28
H 17.487 14.272 12.792 0.30
C 22.030 17.770 6.745 -1.45
C 20.771 17.040 7.176 0.83
C 19.703 17.958 7.634 -1.49
O 20.245 16.055 6.270 -0.56
H 22.490 18.298 7.579 0.37
H 21.798 18.660 6.104 0.30
H 22.815 17.194 6.300 0.36
H 21.055 16.433 8.076 0.08
H 20.024 18.574 8.459 0.38
H 18.739 17.513 7.940 0.32
H 19.316 18.662 6.924 0.54
H 19.786 16.444 5.526 0.32
C 15.613 11.267 18.525 -1.81
C 15.799 12.593 17.811 2.65
C 16.050 13.763 18.838 -0.93
O 16.834 12.405 16.902 -0.62
H 16.484 10.977 19.058 0.48
H 15.320 10.534 17.793 0.43
H 14.828 11.432 19.328 0.33
H 14.884 12.883 17.225 -1.41
H 17.048 13.540 19.222 0.57
H 15.272 13.811 19.658 0.49
H 16.093 14.740 18.333 -0.28
H 17.198 13.200 16.527 -0.22
C 11.067 16.524 11.893 -1.55
C 11.535 16.971 13.257 1.05
C 10.310 17.284 14.220 -1.52
O 12.388 15.965 13.855 -0.10
H 10.519 17.377 11.417 0.49
H 10.377 15.661 11.818 0.30
H 11.941 16.297 11.343 0.33
H 12.037 17.877 13.177 0.15
H 9.683 16.374 14.358 0.32
H 9.710 18.090 13.794 0.45
H 10.644 17.677 15.173 0.20
H 11.906 15.166 13.853 -0.01
C 12.046 17.811 18.023 -1.62
C 13.175 16.840 18.113 1.02
C 12.653 15.483 18.535 -1.06
O 13.891 16.663 16.859 0.40
H 11.209 17.376 17.549 0.40
H 12.356 18.750 17.514 0.26
H 11.669 18.077 19.069 0.34
H 13.989 17.231 18.765 0.15
H 13.378 14.660 18.380 -0.04
H 11.819 15.260 17.804 0.10
H 12.170 15.304 19.499 0.41
H 13.344 16.254 16.171 -0.38
C 12.837 11.336 10.630 -1.61
C 13.457 12.729 10.705 1.42
C 13.007 13.530 9.436 -1.40
O 13.204 13.367 11.910 0.16
H 12.891 10.851 11.598 0.40
H 13.440 10.664 9.972 0.39
H 11.816 11.335 10.204 0.36
H 14.512 12.605 10.615 -0.50
H 11.953 13.898 9.481 0.28
H 13.095 12.753 8.688 0.53
H 13.720 14.351 9.275 0.28
H 13.554 14.267 12.003 -0.40
C 11.396 12.578 16.469 -1.76
C 12.304 12.951 15.345 2.64
C 13.277 11.781 15.096 -1.48
O 11.536 13.422 14.259 -0.66
H 10.665 13.325 16.770 0.34
H 12.026 12.301 17.297 0.33
H 10.877 11.670 16.205 0.46
H 13.003 13.746 15.662 -0.95
H 12.757 11.033 14.487 0.49
H 13.608 11.393 16.090 0.30
H 14.062 12.081 14.448 0.13
H 12.069 13.330 13.431 0.06
C 18.137 11.074 9.767 -1.37
C 18.277 12.459 10.287 0.38
C 17.419 13.364 9.487 -0.60
O 17.759 12.693 11.597 -0.31
H 18.513 11.062 8.723 0.37
H 17.070 10.869 9.807 0.23
H 18.625 10.310 10.343 0.43
H 19.295 12.888 10.237 0.35
H 17.702 13.331 8.405 0.45
H 17.626 14.360 9.808 -0.02
H 16.391 12.996 9.668 -0.06
H 18.173 12.154 12.290 0.13
```

Electronic energy ... -3781.63912 a.u.


2 unconnected molecules or ions with the total composition CH5BrP2 in a non-equilibrium geometry. Source: OMol25; level of theory: ωB97M-V/def2-TZVPD.

```
9
Properties=species:S:1:pos:R:3:mulliken_charge:R:1
C -0.666 0.239 0.582 -0.61
P 1.151 1.825 -0.614 0.03
P 0.343 -1.301 0.718 0.00
Br -2.232 0.201 -0.560 -0.08
H -0.942 0.813 1.405 0.46
H 2.353 1.093 -0.309 0.05
H 0.734 1.072 -1.723 0.05
H -0.779 -1.961 1.037 0.04
H 0.039 -1.980 -0.537 0.06
```

Electronic energy ... -3297.67976 a.u.


A single C3H12N2P2 molecule in a non-equilibrium geometry. Source: OMol25; level of theory: ωB97M-V/def2-TZVPD.

```
19
Properties=species:S:1:pos:R:3:mulliken_charge:R:1
C -1.393 2.096 0.534 -1.11
C -0.985 0.992 -0.466 -0.45
N -0.372 -0.274 0.154 -0.08
C -1.279 -1.019 0.935 -1.20
P 1.072 0.098 1.187 -0.25
P 1.949 -0.649 -0.561 0.34
N 3.615 -1.081 -0.769 -0.69
H -2.159 1.643 0.985 0.38
H -0.616 2.337 1.272 0.31
H -1.834 3.063 0.058 0.31
H -1.864 0.671 -0.965 0.41
H -0.200 1.429 -1.107 0.20
H -0.824 -1.925 1.133 0.36
H -1.668 -0.433 1.730 0.47
H -2.173 -1.152 0.373 0.37
H 1.813 0.050 -1.793 0.02
H 1.553 -2.003 -0.938 0.05
H 4.043 -1.128 0.161 0.27
H 4.186 -0.422 -1.233 0.27
```

Electronic energy ... -913.61896 a.u.


Looking at lowest unoccupied orbital energy for the records above, in order, we have 0.428; -0.896; 0.659 eV.
Looking at relative energy (zero: lowest compared OMol25 entry of this formula, charge and spin) for the records above, in order, we have 2.078; 3.375; 0.536 eV.
Looking at molecular weight for the records above, in order, we have 1206.96; 158.90; 138.09 g/mol.